1.
2 unconnected molecules or ions with the total composition C20H30F3N3O5. Source: the Open Molecules 2025 dataset; level of theory: ωB97M-V/def2-TZVPD.

Geometry as XYZ:
```
61
Properties=species:S:1:pos:R:3:forces:R:3
O 1.17580 -5.61484 2.15884 0.33 -0.70 0.04
O 5.43413 5.55429 -1.31676 0.27 -0.06 -0.26
O 0.94792 6.24995 0.32963 0.03 -0.41 -0.08
F -1.31420 -1.73569 -1.59850 0.10 0.64 1.01
F -0.25107 -0.02569 -0.69184 -0.68 -0.79 0.07
F -2.27556 -0.50931 -0.02708 1.02 -0.66 -0.40
O -0.39398 -1.38275 1.94674 -1.91 0.44 -0.27
O 0.90855 -2.23417 0.43646 -0.37 0.00 -2.05
C 0.40918 -5.23029 1.29633 0.99 0.28 0.83
C 4.29894 5.52989 -0.86953 1.57 0.76 0.98
C 1.17528 6.03171 -0.85404 0.36 -0.11 1.45
C -4.61069 -7.13205 1.38707 0.16 0.29 0.03
C -4.33878 -6.52584 0.15736 0.14 0.23 0.35
C -4.25457 -6.48800 2.57527 0.09 0.17 -0.40
C -3.71188 -5.27553 0.11684 -0.11 -0.32 0.50
C -3.62443 -5.23986 2.53368 -0.14 -0.33 -0.47
C -3.34516 -4.62353 1.30493 -0.16 -0.33 0.16
N 0.81842 6.94689 -1.75990 -0.06 0.54 -1.38
N -0.46502 -4.24501 1.68641 -0.72 0.56 -1.65
N 3.33518 4.95136 -1.58941 -2.09 -0.30 -0.68
C 0.50786 -5.75564 -0.12667 -0.56 0.18 0.14
C 4.02978 6.15464 0.48295 -0.15 -0.28 -0.19
C 1.00551 6.88877 -3.21012 0.04 -0.22 0.36
C 0.14458 3.20222 -0.31489 0.27 0.59 0.30
C 2.38420 2.28417 -0.84087 0.24 0.65 0.18
C -1.09961 -1.05814 -0.43665 0.60 0.23 0.02
C -2.67128 -3.27146 1.26054 -0.09 0.03 -0.13
C -0.48059 -1.99989 0.66243 2.01 -0.40 1.74
C -1.21283 -3.37492 0.76744 -0.43 0.09 0.94
C 1.64062 3.54366 -0.36922 -0.36 -0.35 -0.12
C 1.89593 4.74750 -1.30699 0.35 -0.43 0.15
H 0.10300 -0.54987 1.85444 -0.17 -0.47 -0.08
H 1.26280 -2.71727 1.20454 -0.53 0.21 -0.28
H -5.09966 -8.10136 1.41957 0.06 0.13 -0.01
H -4.62180 -7.02408 -0.76542 0.05 0.09 0.11
H -4.46586 -6.95826 3.53126 0.03 0.08 -0.12
H -3.51899 -4.80976 -0.84492 0.01 0.04 0.06
H -3.35258 -4.75147 3.46473 0.01 0.02 -0.12
H 0.37193 7.76503 -1.37364 0.05 -0.13 0.08
H -0.36818 -3.94774 2.65496 -0.01 -0.17 -0.36
H 3.67843 4.56482 -2.45462 0.04 0.01 0.00
H 1.22435 -6.58036 -0.17227 -0.15 0.27 0.29
H 0.84414 -4.96153 -0.79816 -0.11 -0.01 0.03
H -0.46715 -6.12178 -0.45853 0.03 0.09 -0.12
H 3.47712 7.08209 0.35275 -0.18 -0.01 0.15
H 3.46473 5.47097 1.10993 -0.26 0.16 0.11
H 4.98206 6.37391 0.96238 -0.01 -0.06 -0.23
H 0.72653 7.84494 -3.65547 0.03 -0.12 0.16
H 0.37523 6.10897 -3.64077 0.03 0.04 -0.15
H 2.05012 6.68577 -3.45248 -0.06 0.03 -0.06
H -0.01217 2.35870 0.35574 -0.06 -0.06 -0.10
H -0.22538 2.94772 -1.30828 -0.07 -0.11 -0.04
H -0.42426 4.04421 0.07851 -0.10 -0.01 -0.06
H 2.08248 2.02589 -1.85590 0.02 -0.13 -0.08
H 3.46160 2.44667 -0.81221 0.04 -0.12 -0.13
H 2.15569 1.44982 -0.17765 -0.05 -0.02 -0.08
H -3.25442 -2.63591 0.59057 0.14 0.12 0.03
H -2.69132 -2.80598 2.25144 0.05 -0.03 -0.12
H -1.24049 -3.81269 -0.23513 0.33 -0.01 0.22
H 1.97949 3.77928 0.63894 0.00 0.21 0.04
H 1.44036 4.46684 -2.25476 0.11 -0.03 -0.31
```
Positions in Å, forces in eV/Å.

Values from the calculation:
SMILES: CC(=O)N[C@@H](Cc1ccccc1)C(O)(O)C(F)(F)F.CNC(=O)[C@@H](NC(C)=O)C(C)C
Largest force on an atom, eV/A: 2.69
E_tot, eV: -44088.7200
Kohn-Sham gap, Ha: 0.3626



2.
A molecular structure, C20H30F9NO12. Source: the Open Molecules 2025 dataset; level of theory: ωB97M-V/def2-TZVPD.

Geometry as XYZ:
```
72
Properties=species:S:1:pos:R:3:forces:R:3
C -1.23714 0.60923 -1.45394 -1.85 2.43 2.23
C -1.55227 -0.26355 -0.20269 0.92 -1.81 -3.13
O -1.61041 0.54340 0.86915 -0.19 2.67 3.55
C -1.11192 0.17847 2.03566 0.69 -1.00 -0.76
O -0.62749 -0.90367 2.34149 -6.59 3.48 -12.10
C -0.97739 1.34168 3.06750 -1.65 -1.70 0.36
F -1.51313 0.99469 4.26230 -1.77 1.97 -0.36
F 0.26400 1.49517 3.39217 1.36 2.70 -0.94
F -1.58445 2.37747 2.57350 0.04 1.45 0.15
H -1.24778 0.04537 -2.38670 -2.02 2.92 2.03
H -0.23164 1.01337 -1.33673 -0.89 0.25 0.25
H -2.02482 1.35956 -1.52220 0.12 0.74 0.45
H -0.82551 -1.05400 -0.01530 0.26 0.09 -0.33
H -2.48958 -0.77461 -0.42263 0.58 0.36 2.10
C -1.29806 -1.42477 4.28040 3.72 1.81 2.52
C 0.09228 -0.84414 4.07857 2.23 -0.03 6.40
O 0.90709 -1.81790 4.71211 4.58 -2.04 0.63
C 2.22765 -1.99909 4.29779 -3.20 0.90 0.72
O 2.76688 -1.38141 3.41868 2.64 -5.41 4.22
C 3.01122 -3.02062 5.09969 -1.72 -0.80 -0.14
F 2.23926 -3.64204 6.00169 0.30 -0.09 -0.02
F 3.51635 -3.93141 4.26924 0.11 -0.31 -0.13
F 3.98383 -2.41104 5.69896 1.36 0.64 0.96
H -2.11782 -0.78537 3.95288 1.08 -0.14 0.74
H -1.46124 -1.80478 5.28889 0.51 0.84 0.25
H -1.40318 -2.36623 3.74123 4.02 1.58 2.59
H 0.20612 0.12205 4.57013 0.53 -1.21 1.10
H 0.35505 -0.67955 3.03360 3.14 -0.58 4.51
C 0.88551 0.45855 -3.26442 0.88 1.23 -1.84
C 0.82742 1.55276 -4.39947 0.17 -1.00 0.92
O 0.78171 2.87909 -3.80497 0.14 1.64 -1.14
C 1.10127 4.04852 -4.44620 0.33 -2.37 -0.67
O 1.31337 4.18897 -5.62473 -0.33 -0.07 1.53
C 1.21534 5.24317 -3.44019 0.26 -0.29 -1.88
F 2.29823 5.94934 -3.86204 -0.73 -0.38 1.40
F 0.12536 5.97643 -3.72022 0.21 0.22 1.21
F 1.29357 4.84777 -2.11962 -0.07 7.78 -6.24
H 1.09873 -0.48290 -3.77069 0.68 2.04 1.76
H -0.07259 0.24480 -2.79065 2.71 1.90 -1.80
H 1.62119 0.52971 -2.46329 -0.04 0.57 -0.85
H -0.08904 1.35669 -4.95602 -0.09 0.45 -0.19
H 1.66649 1.45633 -5.08849 0.10 0.38 0.05
C 1.31191 3.13975 -1.27406 -0.82 -3.56 1.17
O 1.55469 2.62575 0.01931 0.28 1.02 1.07
C 1.67876 1.34623 0.21431 -0.84 0.13 1.43
O 1.60869 0.55627 -0.67861 0.89 -1.93 0.41
O 1.68839 1.11482 1.53522 0.02 0.84 -1.26
C 1.94882 -0.19799 2.06487 1.26 2.59 -3.09
H 0.87269 2.45085 -1.99558 0.42 -0.42 1.19
H 2.22322 3.48504 -1.76231 0.35 -1.13 1.35
H 0.51173 3.87508 -1.18968 0.17 -1.45 1.83
H 1.39310 -0.91656 1.46241 0.30 -0.24 0.24
H 1.80526 -0.27806 3.14240 -1.06 2.80 -2.19
H 3.02191 -0.37539 1.99330 -0.38 0.72 -1.23
C 0.55379 -2.01075 -4.70241 0.31 -1.33 -1.16
O -0.83574 -2.03082 -4.46463 -0.38 0.16 -0.63
C -1.24360 -1.62779 -3.29967 -0.14 -1.74 2.09
O -0.59950 -1.20544 -2.35327 0.85 -7.75 -1.87
O -2.54257 -1.84365 -3.23514 -0.48 -0.27 -0.91
C -3.31193 -1.42625 -2.13638 -0.80 1.14 0.25
H 0.85522 -0.96600 -4.77812 -0.02 -1.60 -1.84
H 0.67587 -2.61840 -5.59905 0.14 0.28 -0.06
H 1.08397 -2.50670 -3.88936 0.07 0.20 0.13
H -4.25345 -1.09888 -2.57737 -0.20 -0.50 0.34
H -2.90699 -0.57424 -1.59030 -0.73 -0.18 -2.13
H -3.39854 -2.14611 -1.32249 -0.31 -0.81 -0.63
C -2.14579 -2.68831 2.28450 -1.44 -3.03 -2.10
C -2.71633 -2.59496 3.60748 -5.99 -1.65 1.73
N -3.16622 -2.45996 4.68263 -2.99 -2.62 -2.12
H -1.09907 -2.42998 2.44491 -1.05 -1.43 -1.97
H -2.64693 -2.09212 1.52192 0.09 0.12 0.17
H -2.24352 -3.73060 1.98090 -0.10 -0.18 -0.29
```
Positions in Å, forces in eV/Å.

Values from the calculation:
Largest force on an atom, eV/A: 14.21
E_tot, eV: -71718.5290
Kohn-Sham gap, Ha: 0.3012
ΔE to the lowest compared entry with this formula, charge and spin, kJ/mol: 2518.5



3.
A molecular structure, C20H30LiO10. Source: the Open Molecules 2025 dataset; level of theory: ωB97M-V/def2-TZVPD.

Geometry as XYZ:
```
61
Properties=species:S:1:pos:R:3:forces:R:3
Li 9.25202 2.73370 17.85650 0.03 0.07 0.03
O 6.95532 1.87951 21.03506 -1.79 -1.07 2.02
C 6.20974 1.38645 21.90233 2.03 1.44 -3.47
O 5.21116 2.08294 22.44492 0.95 1.99 -2.08
C 4.63193 1.46469 23.53757 -0.15 0.24 0.39
C 5.08625 0.06233 23.36683 0.03 -2.55 3.35
C 6.27372 0.02038 22.48820 0.25 0.02 -1.25
H 3.56778 1.69672 23.49451 0.05 -0.38 0.28
H 5.10812 1.89965 24.41628 -0.45 0.12 0.28
H 4.34573 -0.68985 23.09486 -0.11 0.34 0.01
H 5.53087 -0.20849 24.32447 -0.87 -0.62 0.46
H 6.14186 -0.84287 21.83588 0.37 0.57 -0.75
H 7.28165 -0.07901 22.89107 -0.21 -0.06 0.62
O 11.45983 -0.72796 18.46632 0.07 -3.65 0.98
C 11.44791 -1.92985 18.81594 0.68 2.43 -1.71
O 10.59147 -2.36873 19.73669 -0.77 1.05 -0.17
C 10.63925 -3.74181 20.02174 1.91 -1.52 -0.27
C 11.94089 -4.25034 19.23296 -1.74 -1.21 0.94
C 12.26565 -3.15292 18.26675 0.49 0.96 1.22
H 9.72852 -4.29148 19.78401 -0.13 0.47 -0.25
H 10.83055 -3.80651 21.09287 -0.19 -0.24 -0.04
H 11.91314 -5.20067 18.69985 -0.87 -0.10 0.13
H 12.67483 -4.47284 20.00752 0.41 0.67 -0.20
H 12.02819 -3.33509 17.21863 -0.05 0.01 0.17
H 13.34270 -3.12106 18.43122 0.08 1.27 -0.82
O 5.62345 4.48265 17.36988 -3.90 -0.06 0.81
C 4.42370 4.54107 17.72547 3.04 -0.74 -0.66
O 3.52594 3.52110 17.45886 2.00 0.38 -0.72
C 2.24180 3.74687 17.96817 0.06 1.75 1.50
C 2.47389 4.97258 18.93985 -1.79 0.14 0.05
C 3.79950 5.60503 18.63851 1.04 -1.09 -1.01
H 1.88738 2.91564 18.57772 0.26 -0.26 -0.36
H 1.51354 3.95394 17.18404 0.23 0.00 -0.15
H 2.37044 4.58224 19.95229 0.09 0.42 0.05
H 1.71959 5.73126 18.73120 -0.34 -0.24 0.48
H 4.53378 5.74542 19.43175 -0.34 -0.21 0.32
H 3.74973 6.57672 18.14714 -0.15 -0.18 -0.27
O 10.31929 2.63799 14.10090 -0.18 0.20 -2.68
C 10.28033 2.66125 12.87593 0.52 0.71 -0.12
O 11.07151 3.53367 12.11455 0.18 0.25 2.47
C 10.98272 3.46030 10.72446 -1.04 -1.89 -1.35
C 10.13693 2.14660 10.46779 -0.68 0.64 0.65
C 9.53322 1.77994 11.86742 0.80 0.06 -0.35
H 11.93297 3.41153 10.19272 0.48 -0.31 0.80
H 10.54165 4.33938 10.25460 -0.57 0.14 0.62
H 10.68640 1.31331 10.02983 0.12 0.28 0.05
H 9.28570 2.40181 9.83662 0.26 -0.22 -0.31
H 9.72892 0.75853 12.19381 -0.06 -0.09 -0.22
H 8.45220 1.90676 11.80901 0.10 0.24 0.62
O 11.51052 5.86465 18.91200 0.96 1.45 0.40
C 11.96694 6.97265 19.18972 -2.57 -1.17 -0.60
O 12.81125 7.18272 20.16530 1.74 0.44 2.02
C 13.18320 8.60460 20.28097 0.28 0.21 -1.42
C 12.04024 9.29839 19.60176 -0.06 0.11 -1.05
C 11.60872 8.29706 18.51949 0.31 -1.39 1.03
H 14.10174 8.79069 19.72441 0.12 -0.55 -0.26
H 13.39841 9.08558 21.23514 -0.43 -1.31 0.67
H 12.40012 10.22524 19.15508 -0.42 0.26 0.36
H 11.26453 9.41783 20.35815 -0.28 0.39 -0.40
H 12.29650 8.12462 17.69165 -0.08 1.22 -0.66
H 10.56141 8.28379 18.21774 0.30 0.17 -0.15
```
Positions in Å, forces in eV/Å.

Values from the calculation:
Largest force on an atom, eV/A: 4.27
E_tot, eV: -41899.5668
Kohn-Sham gap, Ha: 0.3157
Total charge: +1
ΔE to the lowest compared entry with this formula, charge and spin, kJ/mol: 590.4



Q: Which value of largest force on an atom does entry 2 give?
A: 14.21 eV/A



Q: The lowest E_tot belongs to which entry?
A: C20H30F9NO12



Q: The lowest largest force on an atom belongs to which entry?
A: C20H30F3N3O5



Q: What is the formula in the second record?
A: C20H30F9NO12